(1)
Molecular formula: C45H122BF4O17V2
Method: DFT, ωB97M-V/def2-TZVPD

The geometry in ORCA input format:
```
! RIJCOSX wB97M-V def2-TZVPD def2/J DEFGRID3
* xyz 1 7
V -11.320 -27.000 2.286
V -10.066 -24.061 2.430
O -11.777 -25.090 3.156
H -12.502 -24.591 3.581
O -9.652 -25.919 1.633
H -9.031 -26.370 1.028
B -12.477 -26.279 -1.005
F -12.060 -26.632 0.255
F -13.544 -27.090 -1.366
F -12.831 -24.953 -1.055
F -11.375 -26.544 -1.792
C -18.280 -21.787 -3.505
C -18.416 -23.109 -2.731
C -17.183 -24.022 -2.842
O -18.601 -22.633 -1.369
H -17.688 -21.071 -2.935
H -19.215 -21.229 -3.554
H -17.911 -22.028 -4.502
H -19.369 -23.539 -3.037
H -17.110 -24.463 -3.836
H -17.268 -24.878 -2.173
H -16.202 -23.637 -2.562
H -19.552 -22.502 -1.394
C -18.185 -28.211 -4.922
C -19.349 -27.307 -5.227
C -18.976 -26.055 -6.068
O -20.270 -28.129 -5.981
H -17.677 -28.429 -5.861
H -18.440 -29.176 -4.485
H -17.435 -27.749 -4.281
H -19.941 -27.026 -4.356
H -18.362 -25.369 -5.483
H -19.919 -25.556 -6.291
H -18.428 -26.228 -6.994
H -20.978 -27.547 -6.266
C -15.322 -22.874 2.130
C -16.101 -23.139 0.858
C -16.330 -24.606 0.700
O -17.418 -22.689 0.975
H -15.323 -21.820 2.407
H -14.277 -23.182 2.124
H -15.626 -23.404 3.033
H -15.653 -22.649 -0.006
H -16.922 -24.885 -0.171
H -16.698 -25.061 1.620
H -15.343 -25.034 0.530
H -17.738 -22.766 0.073
C -8.403 -30.523 -5.697
C -9.136 -30.270 -4.361
C -10.316 -29.322 -4.499
O -9.408 -31.568 -3.855
H -8.819 -31.423 -6.150
H -7.316 -30.599 -5.664
H -8.524 -29.683 -6.381
H -8.496 -29.709 -3.679
H -11.053 -29.850 -5.103
H -9.946 -28.456 -5.048
H -10.643 -28.910 -3.544
H -8.631 -32.129 -3.925
C -12.244 -33.646 3.034
C -12.073 -32.587 1.936
C -13.391 -31.937 1.603
O -11.086 -31.620 2.316
H -12.649 -33.154 3.918
H -11.306 -34.082 3.380
H -12.978 -34.417 2.800
H -11.673 -33.079 1.049
H -13.218 -30.989 1.092
H -14.001 -31.806 2.497
H -13.937 -32.628 0.961
H -10.473 -32.018 2.938
C -13.216 -31.261 -3.391
C -13.752 -32.196 -4.489
C -14.546 -31.426 -5.537
O -12.719 -32.912 -5.122
H -13.032 -31.760 -2.439
H -14.003 -30.574 -3.080
H -12.432 -30.525 -3.565
H -14.429 -32.933 -4.057
H -15.420 -30.954 -5.089
H -14.810 -32.096 -6.355
H -13.980 -30.599 -5.968
H -12.058 -33.032 -4.436
C -9.102 -29.264 5.242
C -10.535 -28.872 4.995
C -11.314 -28.672 6.302
O -10.532 -27.624 4.329
H -8.566 -28.571 5.890
H -8.673 -29.467 4.260
H -9.167 -30.254 5.694
H -10.989 -29.656 4.390
H -11.443 -29.592 6.872
H -12.351 -28.380 6.136
H -10.938 -27.916 6.992
H -10.022 -27.011 4.863
C -8.724 -29.823 0.036
C -10.141 -29.198 0.102
C -11.194 -29.989 -0.687
O -10.668 -29.092 1.455
H -8.144 -29.378 0.845
H -8.282 -29.621 -0.939
H -8.819 -30.901 0.161
H -10.079 -28.236 -0.407
H -10.900 -30.270 -1.699
H -12.124 -29.445 -0.855
H -11.269 -30.991 -0.265
H -10.873 -29.993 1.716
C -15.241 -26.724 3.136
C -14.175 -27.764 3.523
C -14.820 -29.121 3.909
O -13.305 -28.025 2.433
H -14.800 -25.820 2.715
H -15.663 -26.384 4.082
H -16.055 -27.128 2.535
H -13.531 -27.355 4.302
H -14.027 -29.862 4.012
H -15.531 -29.478 3.165
H -15.340 -29.161 4.867
H -13.938 -27.999 1.712
C -10.049 -22.399 -1.543
C -11.010 -22.257 -0.356
C -12.456 -21.849 -0.714
O -11.101 -23.448 0.435
H -9.829 -21.378 -1.858
H -10.362 -23.091 -2.324
H -9.096 -22.790 -1.188
H -10.688 -21.488 0.346
H -12.946 -22.583 -1.355
H -12.487 -20.968 -1.355
H -13.069 -21.663 0.167
H -11.521 -24.063 -0.171
C -12.280 -21.449 -4.739
C -12.002 -20.684 -6.020
C -13.157 -19.803 -6.395
O -10.881 -19.932 -5.771
H -13.185 -22.053 -4.799
H -12.344 -20.866 -3.820
H -11.491 -22.168 -4.520
H -11.739 -21.396 -6.803
H -12.765 -19.181 -7.200
H -13.505 -19.224 -5.539
H -14.014 -20.331 -6.814
H -10.207 -20.602 -5.638
C -6.589 -24.679 -2.648
C -7.260 -25.280 -1.455
C -7.174 -26.822 -1.403
O -6.511 -24.827 -0.312
H -5.549 -24.986 -2.760
H -6.498 -23.594 -2.603
H -7.131 -25.000 -3.537
H -8.280 -24.896 -1.478
H -8.014 -27.288 -1.917
H -7.403 -27.221 -0.415
H -6.298 -27.311 -1.829
H -5.580 -25.047 -0.393
C -13.558 -25.536 -5.860
C -13.206 -26.092 -4.464
C -13.559 -27.568 -4.389
O -11.816 -25.952 -4.301
H -13.089 -26.135 -6.639
H -13.213 -24.523 -6.068
H -14.648 -25.535 -5.896
H -13.626 -25.537 -3.625
H -13.170 -28.082 -3.510
H -13.138 -28.158 -5.203
H -14.645 -27.639 -4.339
H -11.677 -26.146 -3.371
C -17.286 -29.145 0.526
C -16.046 -29.015 -0.346
C -16.393 -28.315 -1.712
O -15.239 -28.133 0.315
H -17.152 -29.255 1.602
H -17.815 -30.045 0.212
H -17.974 -28.315 0.364
H -15.508 -29.960 -0.419
H -16.639 -27.253 -1.704
H -17.178 -28.912 -2.176
H -15.550 -28.506 -2.375
H -14.644 -27.663 -0.273
C -9.701 -24.294 -8.167
C -9.945 -25.250 -7.060
C -8.807 -26.209 -6.895
O -10.133 -24.414 -5.867
H -8.776 -23.761 -7.947
H -10.520 -23.583 -8.275
H -9.591 -24.857 -9.094
H -10.820 -25.829 -7.354
H -7.881 -25.636 -6.862
H -8.641 -26.948 -7.679
H -8.968 -26.681 -5.926
H -10.716 -24.869 -5.255
*
```

Computed properties:
Expectation value of S²: 12.0081

---

(2)
Molecular formula: C45H122CsN10O16S
Method: DFT, ωB97M-V/def2-TZVPD

The geometry in ORCA input format:
```
! RIJCOSX wB97M-V def2-TZVPD def2/J DEFGRID3
* xyz -1 1
O 1.186 -0.173 -2.381
H 0.567 0.044 -3.081
H 1.934 0.421 -2.477
H 0.775 0.089 -1.554
Cs -2.465 1.271 -2.060
O 0.154 0.618 -0.329
H 0.842 0.397 0.328
S 0.012 1.742 -4.745
O -0.475 1.934 -6.070
O -0.525 2.767 -3.860
O -0.372 0.423 -4.252
O 1.465 1.836 -4.896
C 4.497 1.235 -1.024
C 4.317 1.547 -2.482
C 4.916 0.428 -3.481
O 4.680 -0.855 -2.901
C 5.445 -1.867 -3.534
N 2.922 1.684 -2.667
H 3.941 1.931 -0.396
H 5.539 1.246 -0.705
H 4.157 0.227 -0.789
H 4.761 2.518 -2.703
H 5.983 0.607 -3.617
H 4.420 0.517 -4.448
H 5.390 -1.772 -4.618
H 5.069 -2.878 -3.375
H 6.512 -1.711 -3.375
H 2.704 2.011 -3.598
H 2.526 2.359 -2.028
C 2.480 -2.780 -0.176
C 1.050 -3.281 -0.517
C 0.702 -4.787 -0.323
O 1.460 -5.596 -1.195
C 0.678 -6.680 -1.806
N 0.001 -2.364 -0.141
H 2.604 -2.819 0.907
H 2.704 -1.824 -0.648
H 3.135 -3.595 -0.483
H 1.088 -2.947 -1.554
H -0.356 -4.901 -0.557
H 0.848 -5.111 0.707
H 0.429 -7.355 -0.988
H 1.316 -7.196 -2.523
H -0.228 -6.328 -2.300
H -0.052 -2.420 0.866
H 0.214 -1.387 -0.283
C 4.536 6.518 -3.540
C 4.022 5.226 -2.867
C 4.518 4.928 -1.407
O 5.858 4.438 -1.580
C 6.357 4.148 -0.254
N 2.574 5.278 -2.857
H 5.618 6.503 -3.405
H 4.081 7.426 -3.145
H 4.348 6.627 -4.608
H 4.179 4.388 -3.545
H 3.988 4.171 -0.830
H 4.452 5.815 -0.776
H 5.800 3.456 0.377
H 6.452 5.049 0.353
H 7.348 3.706 -0.353
H 2.106 4.498 -2.417
H 2.282 6.038 -2.260
C -4.640 5.017 -0.462
C -5.587 3.894 0.011
C -6.963 3.823 -0.667
O -7.777 3.059 0.173
C -9.158 2.892 -0.167
N -4.965 2.571 -0.039
H -4.251 4.688 -1.426
H -3.731 5.027 0.140
H -5.234 5.926 -0.550
H -5.809 4.252 1.016
H -6.984 3.344 -1.646
H -7.257 4.854 -0.859
H -9.500 2.204 0.607
H -9.333 2.462 -1.153
H -9.605 3.878 -0.044
H -5.733 1.968 0.219
H -4.332 2.481 0.743
C 6.150 2.456 3.447
C 4.663 2.469 3.430
C 3.972 1.145 3.940
O 4.148 0.994 5.358
C 4.263 -0.346 5.784
N 4.167 3.643 4.102
H 6.625 1.916 2.627
H 6.565 2.071 4.379
H 6.641 3.426 3.373
H 4.300 2.452 2.402
H 4.381 0.294 3.395
H 2.919 1.147 3.658
H 5.264 -0.742 5.613
H 3.482 -0.969 5.349
H 4.177 -0.323 6.870
H 3.162 3.542 4.104
H 4.510 3.368 5.012
C -4.946 -2.438 -2.267
C -3.765 -2.579 -1.294
C -3.307 -3.982 -1.028
O -4.455 -4.695 -0.459
C -4.545 -4.538 0.946
N -2.723 -1.794 -1.787
H -5.064 -1.474 -2.763
H -5.872 -2.577 -1.710
H -4.822 -3.217 -3.019
H -4.044 -2.098 -0.356
H -2.497 -4.001 -0.299
H -2.879 -4.476 -1.900
H -5.345 -5.179 1.316
H -4.839 -3.531 1.243
H -3.595 -4.798 1.413
H -1.847 -2.230 -1.538
H -2.707 -1.969 -2.782
C -1.931 2.055 2.161
C -2.125 0.522 2.510
C -3.236 -0.141 1.669
O -4.513 0.078 2.224
C -5.718 -0.366 1.561
N -0.867 -0.113 2.099
H -1.174 2.526 2.789
H -2.893 2.566 2.116
H -1.668 2.113 1.105
H -2.204 0.420 3.593
H -3.105 -1.223 1.638
H -3.187 0.187 0.631
H -6.402 -0.590 2.380
H -5.680 -1.271 0.954
H -6.158 0.418 0.946
H -0.114 0.391 2.547
H -0.666 0.056 1.124
C 0.918 4.548 0.846
C 0.158 4.281 -0.495
C -0.246 5.599 -1.233
O -1.195 6.233 -0.421
C -1.717 7.396 -1.079
N 0.890 3.302 -1.246
H 1.986 4.639 0.648
H 0.808 3.739 1.568
H 0.615 5.460 1.359
H -0.803 3.864 -0.191
H -0.553 5.466 -2.270
H 0.720 6.102 -1.272
H -2.571 7.799 -0.533
H -2.269 7.123 -1.979
H -0.911 8.128 -1.130
H 0.734 2.435 -0.752
H 0.401 3.059 -2.096
C -1.793 -3.783 -6.293
C -1.299 -3.012 -5.002
C 0.219 -2.906 -4.999
O 0.723 -4.255 -4.899
C 2.091 -4.256 -4.522
N -1.882 -1.686 -5.074
H -2.881 -3.732 -6.255
H -1.387 -4.795 -6.286
H -1.457 -3.274 -7.197
H -1.654 -3.510 -4.100
H 0.575 -2.262 -4.194
H 0.603 -2.474 -5.923
H 2.589 -4.966 -5.182
H 2.173 -4.772 -3.565
H 2.606 -3.296 -4.490
H -1.364 -0.923 -4.662
H -1.865 -1.528 -6.072
C 1.504 -2.427 3.670
C 0.606 -3.497 4.195
C 0.763 -3.389 5.756
C -0.282 -4.080 6.643
C -1.709 -3.621 6.230
C -2.006 -3.734 4.661
N -0.859 -3.129 3.927
O -1.054 -2.927 2.578
C -2.355 -5.216 4.205
C -3.190 -2.681 4.457
C 0.941 -4.940 3.811
H 2.546 -2.685 3.858
H 1.317 -1.430 4.069
H 1.407 -2.266 2.596
H 1.692 -3.912 5.986
H 0.949 -2.376 6.111
H -0.094 -3.904 7.702
H -0.105 -5.154 6.604
H -1.936 -2.622 6.604
H -2.435 -4.243 6.754
H -3.421 -5.443 4.166
H -1.927 -5.454 3.231
H -1.792 -5.841 4.898
H -4.063 -2.940 5.056
H -2.790 -1.685 4.650
H -3.574 -2.690 3.436
H 2.019 -5.074 3.728
H 0.467 -5.279 2.890
H 0.552 -5.491 4.668
H -1.243 -1.987 2.590
*
```

Computed properties:
Energy relative to the best compared isomer or geometry (same formula, charge and spin) (kcal/mol): 0.0

---

Calculated total energy for the records above, in order: -146374.0198; -107682.4245 eV